(1)
{"formula": "C4H8N2O", "method": "the ωB97M-V functional and the def2-TZVPD basis", "total_energy_ev": -9301.52295, "largest_force_ha_per_bohr": 0.07607, "homo_lumo_gap_ev": 8.263, "relative_energy_kcal_mol": 112.3, "elements": ["C", "C", "C", "C", "N", "N", "O", "H", "H", "H", "H", "H", "H", "H", "H"], "positions_angstrom": [[2.16753, 0.16172, -0.64485], [0.18573, -1.10399, -0.15534], [-0.44660, 1.18305, 0.37121], [-2.08130, -0.78770, 0.23301], [3.04867, 0.19410, 0.20386], [-0.77479, -0.20960, 0.12091], [0.19040, -2.29253, -0.38172], [2.00698, 0.49012, -1.65936], [-1.36634, 1.78357, 0.55218], [0.23157, 1.34901, 1.18786], [-0.00385, 1.50489, -0.58037], [-2.44142, -0.76945, 1.20426], [-2.70726, -0.33484, -0.47053], [-1.92648, -1.91781, 0.02433], [3.91717, 0.74948, -0.00544]], "atomic_forces_ev_per_a": [[-3.13, -2.20, 0.79], [3.22, 0.75, -1.49], [-0.91, 0.38, -1.26], [1.24, -2.78, -0.77], [1.33, 0.86, 0.37], [1.01, -1.30, 0.55], [-0.31, 1.75, 0.64], [0.42, 0.43, -0.38], [0.50, -0.64, -0.18], [0.33, -0.18, 0.34], [0.04, 0.61, 0.53], [-0.95, 0.49, 1.94], [-1.37, 0.50, -0.95], [-0.57, 1.95, -0.02], [-0.86, -0.63, -0.10]]}



(2)
{"formula": "C3H11BN", "method": "the ωB97M-V functional and the def2-TZVPD basis", "total_energy_ev": -5446.52186, "largest_force_ha_per_bohr": 0.11245, "homo_lumo_gap_ev": 11.392, "smiles": "BC[NH+](C)C", "charge": 1, "relative_energy_kcal_mol": 12.5, "elements": ["B", "C", "C", "C", "N", "H", "H", "H", "H", "H", "H", "H", "H", "H", "H", "H"], "positions_angstrom": [[1.39665, 0.65969, -1.75758], [0.61425, -0.98784, 0.78185], [-1.44116, 0.18713, 0.95725], [0.14565, 0.83867, -0.63493], [-0.44426, -0.34937, -0.06077], [1.81165, -0.46649, -1.74655], [-0.56057, 1.41633, -1.10400], [0.15452, -1.77108, 1.30571], [1.24248, -1.46275, 0.12361], [1.09671, -0.34682, 1.46745], [-2.22209, 0.50951, 0.38434], [-1.81253, -0.47721, 1.78241], [-1.14431, 1.10694, 1.36214], [1.91631, 1.40378, -2.43991], [0.89070, 1.35989, 0.04297], [-0.70255, -1.08528, -0.77461]], "atomic_forces_ev_per_a": [[-1.83, -2.58, 1.81], [-1.25, -0.78, -0.37], [-0.85, -2.13, 0.27], [5.02, 0.30, -2.85], [1.25, -0.11, 2.88], [0.14, 0.20, -0.20], [-1.81, 1.90, -0.38], [-0.75, -1.01, 1.00], [2.08, -0.77, -1.33], [0.33, 1.07, 0.40], [-2.66, 0.43, -1.42], [0.77, 0.10, -1.19], [1.52, 0.93, 0.68], [0.15, 1.33, -0.45], [-1.61, -0.18, 0.09], [-0.49, 1.29, 1.05]]}



(3)
{"formula": "C24H26AuClF2N4O2", "method": "the ωB97M-V functional and the def2-TZVPD basis", "s2": 2.015, "total_energy_ev": -56998.76774, "largest_force_ha_per_bohr": 0.04119, "homo_lumo_gap_ev": [7.322, 4.515], "charge": 2, "relative_energy_kcal_mol": 23.4, "spin_multiplicity": 3, "elements": ["Au", "N", "C", "C", "C", "N", "C", "C", "N", "C", "H", "H", "H", "H", "H", "H", "H", "H", "H", "H", "H", "H", "H", "H", "H", "H", "F", "C", "C", "C", "C", "C", "F", "C", "C", "C", "C", "C", "C", "N", "H", "H", "H", "H", "H", "H", "Cl", "C", "C", "C", "C", "C", "C", "C", "O", "O", "H", "H", "H", "H"], "positions_angstrom": [[-0.11816, 0.01024, -1.74660], [2.98026, 3.39466, 1.64887], [2.03997, 2.23790, 1.33195], [2.77055, 1.10514, 0.61399], [2.93302, 1.27403, -0.91727], [2.20614, 0.20267, -1.64596], [2.47670, 2.64609, -1.41571], [1.09031, 3.07941, -0.92519], [0.05944, 2.44015, -1.76455], [0.82369, 2.71199, 0.55179], [3.76362, 3.07697, 2.22298], [2.49112, 4.12436, 2.17164], [3.35385, 3.81239, 0.79855], [1.70975, 1.88046, 2.30794], [2.16187, 0.22336, 0.80080], [3.74239, 0.92601, 1.08022], [3.99548, 1.18194, -1.15604], [2.49139, -0.70117, -1.27749], [2.49177, 0.21672, -2.62220], [2.48300, 2.65074, -2.50880], [3.22579, 3.39055, -1.13340], [1.02440, 4.16591, -1.04194], [0.16556, 2.72173, -2.73571], [-0.86662, 2.74062, -1.47298], [0.15419, 1.85383, 0.56347], [0.31602, 3.52723, 1.07239], [-5.24493, 1.61626, -2.14575], [-4.40018, 0.59022, -2.15375], [-3.04171, 0.84396, -2.05455], [-2.15823, -0.21446, -2.05273], [-2.60684, -1.54430, -2.15929], [-3.98544, -1.73598, -2.28531], [-4.49529, -2.96234, -2.42084], [-4.89002, -0.69395, -2.27091], [-1.60844, -2.62212, -2.12225], [-1.89148, -3.98919, -2.10020], [-0.85566, -4.90774, -2.11201], [0.45825, -4.46530, -2.16105], [0.67398, -3.10246, -2.15882], [-0.32392, -2.22455, -2.12266], [-2.71990, 1.87660, -2.01003], [-5.95051, -0.88989, -2.34883], [-2.90983, -4.33369, -2.07887], [-1.07550, -5.96662, -2.09126], [1.29185, -5.15129, -2.19723], [1.67932, -2.69856, -2.19495], [0.39074, -0.79326, 7.08015], [-0.00983, -0.84525, 5.40824], [0.73859, -1.64178, 4.55005], [0.44064, -1.65467, 3.19719], [-0.63615, -0.91338, 2.73004], [-1.38808, -0.11611, 3.58137], [-1.07616, -0.09023, 4.93060], [-0.99079, -0.93099, 1.23013], [-2.05812, -1.33641, 0.84203], [0.01802, -0.41758, 0.61386], [1.54467, -2.25209, 4.93374], [1.01992, -2.26929, 2.51982], [-2.23885, 0.43916, 3.20720], [-1.66561, 0.50336, 5.61615]], "atomic_forces_ev_per_a": [[-0.30, -0.27, -0.38], [-0.11, -0.07, 0.10], [-0.26, -0.28, -0.16], [0.07, 0.11, -0.13], [0.09, 0.18, 0.01], [-0.19, -0.13, 0.18], [-0.18, -0.22, 0.05], [0.14, 0.06, -0.03], [-0.10, 0.02, 0.18], [0.12, 0.13, -0.13], [0.07, 0.02, -0.01], [0.00, 0.05, 0.00], [0.11, 0.10, -0.05], [0.06, 0.04, 0.02], [0.01, -0.09, 0.09], [-0.02, -0.04, 0.00], [-0.02, -0.02, 0.00], [0.10, 0.02, -0.04], [0.05, -0.03, 0.01], [0.07, 0.07, 0.01], [0.03, 0.04, -0.04], [0.01, -0.01, 0.00], [-0.05, 0.01, 0.00], [0.01, 0.03, -0.04], [-0.12, -0.02, 0.10], [-0.02, -0.03, 0.00], [-0.09, 0.06, 0.00], [0.06, -0.32, -0.07], [0.19, 0.17, -0.03], [0.06, -0.17, 0.12], [-0.06, 0.23, 0.00], [0.27, 0.22, 0.07], [0.03, -0.10, 0.01], [-0.15, 0.16, 0.01], [-0.05, -0.25, -0.05], [0.10, -0.03, -0.04], [-0.04, 0.10, 0.00], [0.04, 0.08, -0.02], [0.12, -0.16, 0.07], [-0.04, 0.31, 0.15], [-0.07, 0.00, 0.06], [0.02, 0.01, -0.03], [-0.04, 0.02, 0.00], [-0.01, 0.00, -0.01], [0.00, 0.01, 0.00], [-0.01, -0.02, 0.02], [-0.03, 0.00, -0.04], [0.07, -0.07, -0.04], [0.08, -0.13, -0.08], [0.12, -0.02, 0.19], [0.35, 0.22, -0.82], [-0.07, 0.07, 0.25], [-0.17, 0.10, -0.07], [-1.57, -0.92, 1.08], [0.65, 0.36, -0.30], [0.63, 0.33, -0.27], [-0.01, 0.04, 0.07], [0.01, 0.02, 0.01], [0.03, 0.01, -0.01], [0.01, -0.02, 0.02]]}